Here is the ion C12H25N5O2P3S2 with charge +1 at a distorted geometry from the Open Molecules 2025 dataset. Energies are from ωB97M-V with the def2-TZVPD basis set.

HOMO energy: -11.23 eV
Frontier orbital gap: 0.20786 hartree
Charge: +1
LUMO: -5.6 eV

Last column: Mulliken charge in e.
Element x y z (Å)
C 1.543074 0.902421 5.219103  -0.4009
C 1.218877 0.501466 3.891480  -0.5304
C 1.239526 0.475582 2.224828  0.9351
N 1.864566 -0.402066 1.362546  0.5622
P 2.796115 -1.779570 2.040758  0.6192
N 1.737683 -2.591693 3.009882  -0.6492
O 3.284010 -2.941240 0.815541  -0.5388
O 4.111408 -1.242604 3.061519  -0.5064
C 1.631502 -0.000099 -0.090918  -1.2239
P 3.075154 1.022784 -0.808498  0.1574
C 4.157178 0.034217 -2.031674  -0.9133
C 4.097657 1.904759 0.545142  -0.8540
C 0.101462 0.650087 -0.205491  0.5749
C -0.006327 1.651176 -1.497625  -0.7496
C -1.512848 1.848785 -2.109096  -0.8924
C -2.702369 2.040476 -1.000147  -0.1266
C -3.979535 1.132536 -1.497623  -0.7326
N -4.450232 0.095914 -0.501612  -0.2551
C -4.910111 -1.189656 -1.172820  0.2474
N -5.735054 -1.217871 -2.304995  -0.5926
N -4.528285 -2.588084 -0.642866  -0.5942
P -1.014224 -0.893509 -0.076165  0.2845
S -1.452078 -1.669658 -1.805018  -0.3936
S 0.296749 1.799695 1.268709  -0.0005
H 1.811922 0.912764 6.377056  0.3728
H 2.157212 -2.556291 3.971376  0.1782
H 2.459250 -3.502100 0.641783  0.3860
H 4.262125 -1.912048 3.812042  0.3552
H 1.683584 -1.046713 -0.631812  0.4351
H 4.635561 -0.932864 -1.546230  0.2845
H 3.526932 -0.332616 -2.971269  0.3026
H 4.993420 0.759374 -2.439887  0.3587
H 4.857610 1.169661 1.052875  0.2790
H 3.363034 2.313488 1.391870  0.2347
H 4.585891 2.854232 0.060759  0.3989
H 0.557694 2.646938 -1.228311  0.4270
H 0.639508 1.144439 -2.364472  0.2110
H -1.695417 0.994676 -2.894899  0.4031
H -1.483119 2.860522 -2.742380  0.3547
H -3.068842 3.175227 -1.057695  0.3811
H -2.386982 1.865235 0.112497  0.1980
H -4.914730 1.846281 -1.698573  0.2113
H -3.800157 0.567108 -2.523126  0.3540
H -5.283480 0.448689 0.042941  0.3361
H -5.944104 -2.205663 -2.575968  0.2501
H -3.926738 -3.091971 -1.355244  0.2615
H -5.415823 -3.174392 -0.624035  0.3264
H -2.184482 -0.502416 0.715600  0.1496
H -0.293768 -1.845405 0.780148  0.1237

Cartesian forces, eV/Å:
C -1.93 -3.37 -8.87
C 3.26 2.80 6.00
C -0.19 0.62 1.68
N -0.76 2.19 1.91
P -1.00 -5.17 4.56
N 2.59 2.26 -1.43
O -1.69 3.14 1.35
O -1.60 -1.01 -2.24
C 0.67 -2.40 -1.02
P -0.20 1.61 -1.14
C 0.68 -1.56 -0.21
C 0.00 -0.29 1.34
C 3.00 0.55 -0.02
C 0.27 -0.79 -1.27
C 0.72 1.22 -0.30
C -0.76 0.49 -1.16
C -1.58 0.67 -0.84
N -0.99 -1.88 -1.04
C -3.20 -1.92 -4.45
N 3.38 0.96 4.88
N -0.61 0.65 -0.53
P -1.15 -0.09 0.37
S 0.48 0.24 0.24
S 0.45 -2.99 1.53
H -0.90 0.00 -3.08
H -0.82 -0.16 -1.03
H 1.29 0.94 0.62
H -0.58 1.01 -1.82
H -0.33 2.06 0.57
H -0.71 2.03 -1.11
H 1.12 0.99 2.17
H -1.73 -1.43 1.03
H -1.16 1.74 -0.93
H 1.50 -0.96 -1.93
H -0.78 -2.09 0.87
H -1.28 -1.95 -0.46
H -1.35 1.13 1.94
H 0.14 1.61 1.95
H 0.11 -2.25 1.33
H 0.93 -2.50 0.24
H -0.61 -0.02 -2.09
H 2.19 -1.33 0.26
H -0.06 1.35 2.26
H 1.32 -0.56 -0.84
H 0.59 0.95 0.49
H -0.73 1.25 1.06
H 1.36 1.28 0.06
H 1.07 -0.18 -0.50
H -0.42 1.15 -0.41